No. 1
Density functional theory data (ωB97M-V/def2-TZVPD) for a cluster of 2 separate species, C9H24N3P in total in a non-equilibrium geometry.

- spin multiplicity = 1
- SMILES string = [H]/N=P/N(C)CCCC.CCCCN
- E_LUMO (eV) = 0.88
- Kohn-Sham gap (Ha) = 0.3576
- relative energy (zero: lowest compared OMol25 entry of this formula, charge and spin) (kJ/mol) = 43.0
- HOMO (eV) = -8.85

Atoms and positions in Å:
H (-0.833, -4.146, -0.552)
N (-0.882, -3.348, 0.009)
P (-1.324, -2.048, -0.806)
N (-1.511, -0.821, 0.309)
C (-1.281, -0.988, 1.776)
C (-2.479, 0.200, -0.141)
C (-3.915, -0.072, -0.023)
C (-4.751, 1.154, -0.666)
C (-4.798, 2.421, 0.237)
H (-0.223, -1.315, 2.080)
H (-1.508, -0.028, 2.199)
H (-1.937, -1.790, 2.218)
H (-2.325, 1.240, 0.376)
H (-2.201, 0.391, -1.246)
H (-4.427, -0.232, 1.001)
H (-4.132, -1.000, -0.517)
H (-5.703, 0.651, -0.699)
H (-4.280, 1.536, -1.538)
H (-5.195, 2.160, 1.295)
H (-3.870, 2.818, 0.242)
H (-5.622, 3.121, -0.158)
C (5.409, -0.857, 0.867)
C (4.089, -0.387, 0.242)
C (3.313, -1.525, -0.425)
C (1.900, -1.295, -0.857)
N (1.761, -0.274, -1.961)
H (5.490, -0.939, 1.959)
H (5.802, -1.749, 0.542)
H (6.264, -0.110, 0.611)
H (3.440, -0.076, 1.103)
H (4.295, 0.313, -0.565)
H (3.917, -1.801, -1.303)
H (3.372, -2.244, 0.286)
H (1.287, -0.725, 0.008)
H (1.495, -2.182, -1.158)
H (2.243, -0.467, -2.733)
H (2.023, 0.664, -1.698)

No. 2
Density functional theory data (ωB97M-V/def2-TZVPD) for a cluster of 2 separate species, C9H24N5O3P2S in total in a non-equilibrium geometry.

- spin multiplicity = 1
- E_LUMO (eV) = -3.53
- Kohn-Sham gap (Ha) = 0.2550
- net charge = +1
- HOMO (eV) = -10.47

Atoms and positions in Å:
O (-2.329, -6.165, 1.943)
P (-3.413, -4.999, 1.729)
O (-3.789, -4.968, 0.164)
S (-4.941, -5.394, 2.809)
N (-2.758, -3.443, 2.211)
C (-1.924, -2.588, 1.474)
C (-1.649, -1.524, 2.269)
N (-2.330, -1.730, 3.470)
C (-2.988, -2.871, 3.390)
H (-1.414, -5.833, 1.937)
H (-4.265, -4.134, 0.000)
H (-1.550, -2.728, 0.462)
H (-1.015, -0.657, 2.048)
H (-2.308, -1.098, 4.261)
H (-3.629, -3.289, 4.167)
O (-0.052, 1.285, 0.616)
P (1.054, 1.321, -0.434)
N (1.633, 2.895, -0.039)
C (2.391, 3.784, -0.904)
C (2.109, 3.062, 1.334)
N (-0.032, 1.424, -1.785)
C (-0.289, 2.681, -2.467)
C (-1.272, 0.669, -1.657)
N (2.387, 1.040, -1.550)
C (2.166, 0.096, -2.667)
C (3.571, 0.524, -0.813)
H (3.445, 3.492, -0.996)
H (2.368, 4.799, -0.499)
H (1.978, 3.860, -1.904)
H (3.158, 2.759, 1.441)
H (1.523, 2.471, 2.037)
H (2.019, 4.104, 1.650)
H (-0.593, 3.476, -1.777)
H (-1.075, 2.564, -3.215)
H (0.587, 3.000, -3.035)
H (-2.025, 1.206, -1.068)
H (-1.091, -0.298, -1.181)
H (-1.692, 0.459, -2.644)
H (1.750, -0.854, -2.324)
H (3.109, -0.107, -3.179)
H (1.508, 0.516, -3.422)
H (3.380, -0.463, -0.383)
H (3.851, 1.194, 0.002)
H (4.436, 0.458, -1.472)

No. 3
Density functional theory data (ωB97M-V/def2-TZVPD) for a structure of composition C9H25AlN2O3 in a non-equilibrium geometry.

- spin multiplicity = 1
- E_LUMO (eV) = -12.38
- Kohn-Sham gap (Ha) = 0.1409
- net charge = +2
- relative energy (zero: lowest compared OMol25 entry of this formula, charge and spin) (kJ/mol) = 355.5
- HOMO (eV) = -16.21

Atoms and positions in Å:
Al (-22.260, 16.137, 12.659)
C (-20.185, 16.886, 16.056)
O (-21.369, 16.925, 15.379)
H (-20.126, 15.876, 16.461)
H (-19.340, 16.965, 15.373)
H (-20.082, 17.442, 16.988)
C (-23.791, 20.567, 10.153)
C (-22.986, 19.441, 10.949)
C (-21.930, 19.909, 12.076)
O (-21.042, 18.832, 12.322)
C (-19.895, 19.294, 13.028)
N (-23.826, 18.419, 11.479)
H (-24.468, 20.224, 9.370)
H (-23.169, 21.381, 9.781)
H (-24.399, 21.121, 10.869)
H (-22.581, 18.769, 10.193)
H (-22.402, 20.455, 12.893)
H (-21.337, 20.684, 11.590)
H (-19.316, 20.033, 12.474)
H (-19.446, 18.311, 13.173)
H (-20.217, 19.521, 14.044)
H (-24.538, 18.950, 11.961)
H (-24.305, 18.207, 10.615)
C (-17.733, 14.508, 11.433)
C (-19.098, 14.820, 12.022)
C (-19.366, 13.931, 13.176)
O (-20.631, 14.158, 13.733)
C (-20.826, 13.221, 14.837)
N (-19.132, 16.310, 12.078)
H (-16.872, 15.073, 11.790)
H (-17.688, 14.785, 10.380)
H (-17.534, 13.436, 11.463)
H (-19.888, 14.540, 11.325)
H (-18.562, 14.079, 13.896)
H (-19.288, 12.872, 12.930)
H (-21.194, 12.308, 14.368)
H (-21.665, 13.524, 15.463)
H (-19.969, 12.946, 15.452)
H (-18.352, 16.632, 12.634)
H (-18.808, 16.546, 11.151)

No. 4
Density functional theory data (ωB97M-V/def2-TZVPD) for a structure of composition C9H25ClFeIN2OP2S in a non-equilibrium geometry.

- spin multiplicity = 6
- expectation value of S² = 8.77
- E_LUMO (spin up / spin down) (eV) = -8.68 / -8.74
- Kohn-Sham gap (spin up / spin down) (Ha) = 0.1926 / 0.2028
- net charge = +2
- relative energy (zero: lowest compared OMol25 entry of this formula, charge and spin) (kJ/mol) = 82.0
- HOMO (spin up / spin down) (eV) = -13.92 / -14.26

Atoms and positions in Å:
C (0.010, 1.287, -4.697)
C (0.014, 1.600, -3.321)
H (0.017, 2.270, -5.196)
H (-0.898, 0.722, -4.980)
H (0.908, 0.709, -4.982)
O (0.012, 1.599, -2.154)
I (-0.026, -2.811, -2.493)
Fe (-0.004, -1.093, -0.746)
P (2.409, -0.198, -0.785)
C (3.025, 1.307, 0.084)
C (3.271, -1.463, 0.213)
H (4.342, -1.218, 0.273)
H (4.421, -0.146, -2.172)
H (3.109, -2.436, -0.265)
H (3.075, -1.016, -2.959)
H (2.796, 1.234, 1.158)
H (2.817, -1.475, 1.214)
C (3.336, -0.142, -2.351)
H (4.117, 1.397, -0.047)
H (3.073, 0.775, -2.894)
H (2.537, 2.203, -0.322)
P (-2.411, -0.163, -0.782)
C (-3.004, 1.354, 0.082)
C (-3.341, -0.099, -2.347)
H (-3.142, -2.388, -0.254)
H (-4.359, -1.155, 0.281)
H (-2.837, -1.427, 1.222)
C (-3.291, -1.412, 0.222)
H (-3.092, -0.978, -2.953)
H (-4.426, -0.086, -2.170)
H (-4.095, 1.463, -0.049)
H (-2.501, 2.240, -0.325)
H (-3.064, 0.813, -2.893)
H (-2.777, 1.279, 1.156)
Cl (-0.019, -3.015, 0.566)
N (0.006, 1.076, 3.451)
C (0.001, 0.130, 2.486)
N (-0.005, -1.142, 2.835)
S (0.004, 0.737, 0.863)
H (0.002, 0.882, 4.446)
H (0.009, 2.044, 3.166)
H (-0.011, -1.914, 2.134)
H (-0.009, -1.342, 3.831)

No. 5
Density functional theory data (ωB97M-V/def2-TZVPD) for a structure of composition C9H26BrF3FeN10O7 in a non-equilibrium geometry.

- spin multiplicity = 7
- expectation value of S² = 12.01
- E_LUMO (spin up / spin down) (eV) = -4.36 / -9.98
- Kohn-Sham gap (spin up / spin down) (Ha) = 0.3894 / 0.1674
- net charge = +2
- HOMO (spin up / spin down) (eV) = -14.95 / -14.54

Atoms and positions in Å:
Fe (-1.284, -0.147, -0.091)
Br (-3.584, -0.821, -0.738)
C (2.036, 0.562, 0.533)
O (2.471, 0.346, -0.752)
O (0.601, 0.597, 0.455)
C (2.710, -0.339, 1.691)
F (3.939, 0.058, 2.032)
F (1.985, -0.394, 2.797)
F (2.778, -1.664, 1.407)
C (3.876, 0.533, -1.007)
C (4.120, 0.683, -2.506)
H (5.189, 0.670, -2.721)
H (3.746, -0.181, -3.054)
H (3.639, 1.530, -2.995)
H (4.446, -0.340, -0.687)
H (4.396, 1.318, -0.459)
H (2.488, 1.503, 0.846)
C (-0.443, -2.849, 1.445)
O (-0.881, -1.881, 0.777)
N (0.759, -3.143, 1.843)
N (-1.206, -3.911, 1.725)
H (0.938, -3.972, 2.392)
H (1.517, -2.488, 1.711)
H (-2.208, -3.886, 1.601)
H (-0.744, -4.781, 1.947)
C (0.184, -1.751, -2.497)
O (-0.425, -1.267, -1.577)
N (1.503, -1.447, -2.652)
N (-0.164, -2.754, -3.326)
H (2.040, -1.886, -3.386)
H (1.818, -0.802, -1.942)
H (0.425, -3.032, -4.098)
H (-1.143, -3.000, -3.288)
C (-0.344, 1.915, -2.514)
O (-1.008, 1.178, -1.793)
N (-0.891, 2.824, -3.281)
N (0.937, 1.884, -2.570)
H (-1.885, 2.986, -3.203)
H (-0.393, 3.518, -3.819)
H (1.497, 1.338, -1.931)
H (1.314, 2.287, -3.416)
C (-2.701, 2.757, 0.874)
O (-2.118, 1.706, 0.519)
N (-3.087, 3.674, 0.084)
N (-2.694, 3.159, 2.069)
H (-3.181, 3.344, -0.866)
H (-3.621, 4.494, 0.333)
H (-1.918, 2.686, 2.511)
H (-2.744, 4.162, 1.962)
C (-2.636, -0.493, 3.284)
O (-2.130, -0.139, 2.213)
N (-3.561, -1.412, 3.332)
N (-2.312, 0.116, 4.402)
H (-3.688, -1.790, 4.260)
H (-4.032, -1.924, 2.600)
H (-1.499, 0.699, 4.261)
H (-2.824, -0.035, 5.260)

No. 6
Density functional theory data (ωB97M-V/def2-TZVPD) for a structure of composition C9H26F2N4O3Sr in a non-equilibrium geometry.

- spin multiplicity = 2
- expectation value of S² = 0.76
- E_LUMO (spin up / spin down) (eV) = -2.35 / -8.48
- Kohn-Sham gap (spin up / spin down) (Ha) = 0.3892 / 0.1540
- net charge = +1
- HOMO (spin up / spin down) (eV) = -12.93 / -12.67

Atoms and positions in Å:
Sr (11.087, -1.273, 17.417)
F (10.593, -1.742, 14.906)
F (9.607, 0.687, 17.441)
C (12.698, 0.732, 15.441)
C (13.821, 0.044, 16.357)
C (13.821, 0.742, 17.745)
O (12.572, 0.664, 18.370)
C (12.517, 1.441, 19.552)
N (13.537, -1.389, 16.364)
H (11.664, 0.569, 15.743)
H (12.722, 0.329, 14.429)
H (12.899, 1.769, 15.170)
H (14.796, 0.225, 15.905)
H (14.002, 1.798, 17.545)
H (14.532, 0.176, 18.346)
H (11.460, 1.331, 19.794)
H (12.609, 2.366, 18.984)
H (13.183, 1.281, 20.400)
H (14.405, -1.738, 16.744)
H (13.659, -1.552, 15.375)
C (10.916, -6.014, 18.193)
C (11.164, -4.500, 18.502)
C (12.667, -4.212, 18.810)
O (12.609, -2.845, 19.082)
C (13.689, -2.332, 19.805)
N (10.707, -3.718, 17.387)
H (11.633, -6.260, 17.410)
H (9.962, -6.356, 17.792)
H (11.124, -6.750, 18.969)
H (10.523, -4.338, 19.368)
H (13.189, -4.430, 17.879)
H (13.098, -4.847, 19.584)
H (13.886, -3.046, 20.605)
H (13.348, -1.369, 20.186)
H (14.556, -2.243, 19.151)
H (11.356, -3.943, 16.647)
H (9.902, -4.033, 16.865)
C (9.044, -1.101, 20.343)
O (10.025, -1.580, 19.778)
N (8.316, -0.093, 19.898)
N (8.548, -1.624, 21.453)
H (8.430, 0.504, 19.092)
H (7.478, 0.144, 20.411)
H (7.697, -1.268, 21.866)
H (8.967, -2.496, 21.743)

Number 1: molecular weight 205.3 g mol⁻¹, E_tot -862.82901 a.u.. Number 2: molecular weight 344.3 g mol⁻¹, E_tot -1937.51037 a.u.. Number 3: molecular weight 236.3 g mol⁻¹, E_tot -934.66721 a.u.. Number 4: molecular weight 489.5 g mol⁻¹, E_tot -3644.62911 a.u.. Number 5: molecular weight 579.1 g mol⁻¹, E_tot -5569.66602 a.u.. Number 6: molecular weight 363.9 g mol⁻¹, E_tot -1033.48101 a.u..